# 1
DFT (ωB97M-V with the def2-TZVPD basis set) results for the molecule C3H5FN2 at a distorted geometry.

- HOMO level (Ha) = -0.339
- calculated total energy (hartree) = -326.55959
- energy above the lowest of the compared OMol25 structures with the same formula, charge and spin (eV) = 3.0064
- HOMO-LUMO gap (eV) = 9.81
- largest force on an atom (Eh/bohr) = 0.1350

Last column: Mulliken charge in e.
Positions of all 11 atoms, in Å:
F  -1.91  0.67  -0.08  -0.258
N  2.13  -0.45  -0.03  -0.559
N  0.54  1.32  0.11  -0.519
C  -1.60  -0.74  0.14  -0.141
C  -0.29  -0.93  -0.13  -0.344
C  0.85  0.09  -0.09  0.407
H  2.50  -1.24  0.75  0.253
H  -2.23  -1.56  0.28  0.380
H  1.44  1.82  0.28  0.217
H  -0.02  -2.00  -0.18  0.276
H  3.03  0.35  -0.43  0.287

***

# 2
DFT (ωB97M-V with the def2-TZVPD basis set) results for a structure of composition C3H5FO at a distorted geometry.

- HOMO level (Ha) = -0.390
- calculated total energy (hartree) = -292.26483
- energy above the lowest of the compared OMol25 structures with the same formula, charge and spin (eV) = 3.5779
- HOMO-LUMO gap (eV) = 10.38
- largest force on an atom (Eh/bohr) = 0.1486

Last column: Mulliken charge in e.
Positions of all 10 atoms, in Å:
F  0.16  1.60  -0.17  -0.240
O  -2.01  0.33  -0.70  -0.469
C  -1.38  0.00  0.43  0.022
C  0.02  0.47  0.47  0.443
C  0.95  -0.35  -0.42  -0.974
H  0.36  0.50  1.58  0.228
H  1.54  -1.54  -0.20  0.246
H  -1.68  -0.73  1.30  0.260
H  1.96  0.10  -0.86  0.254
H  0.07  -0.38  -1.42  0.230